Entry from OMol25: C5H14N2O as an isolated structure in a non-equilibrium geometry (the ωB97M-V functional and the def2-TZVPD basis).

```
22
Properties=species:S:1:pos:R:3:lowdin_charge:R:1
C -1.252 1.599 0.984 -0.41
C -1.787 0.312 0.401 -0.06
N -0.168 1.667 1.870 0.01
H -0.303 0.969 2.606 0.04
H 0.853 0.874 0.825 0.04
H -2.206 1.861 1.523 0.14
H -1.162 2.346 0.187 0.11
H -1.823 -0.544 1.079 0.08
H -0.891 -0.165 -0.488 0.04
H -2.699 0.414 -0.189 0.08
C 1.719 -1.033 0.891 -0.15
N 1.306 0.159 0.155 -0.05
C -0.089 -0.412 -1.479 -0.37
C 0.154 -1.645 -1.924 -0.02
O -0.133 0.729 -2.198 0.01
H 0.465 0.662 -2.956 0.11
H 2.107 0.589 -0.304 0.10
H 0.847 -1.450 1.401 0.07
H 2.483 -0.827 1.648 0.07
H 2.107 -1.784 0.201 0.07
H 0.189 -2.486 -1.248 0.04
H 0.283 -1.836 -2.985 0.05
```

Computed properties:
net charge: 0
gap between HOMO and LUMO (spin up / spin down): 7.95 / 5.93 eV
E_LUMO (spin up / spin down): 0.09 / -0.87 eV
HOMO energy (spin up / spin down): -0.28885 / -0.24973 Ha
electronic energy: -383.4066 Eh
energy above the lowest of the compared OMol25 structures with the same formula, charge and spin: 184.6 kcal/mol